The following is a DFT calculation (wB97M-V/def2-TZVPD) of a 2-piece molecular cluster, C10H16O overall in a non-equilibrium geometry.

Summary:
Frontier orbital gap in eV: 9.24
Maximum force in eV/Å: 4.02
SMILES string: Cc1ccc(O)cc1.CCC
Energy above the lowest of the compared OMol25 structures with the same formula, charge and spin in eV: 2.031
DFT total energy in eV: -12675.6937
Multiplicity: 1
Charge: 0

```
27
C10H16O wB97M-V/def2-TZVPD
C 0.04538 2.47250 -0.01121
C 0.71820 1.21538 0.48755
C 0.14895 0.32913 1.38335
C 0.85912 -0.87928 1.72249
C 2.06935 -1.10226 1.16525
O 2.66482 -2.31782 1.26298
C 2.73866 -0.16972 0.35583
C 2.00256 0.89692 -0.00754
H -0.70450 2.59248 -0.74675
H 0.76093 3.27032 -0.19812
H -0.39527 2.89876 0.93288
H -0.71481 0.66349 1.91396
H 0.46734 -1.62495 2.36643
H 2.16127 -3.03550 1.72388
H 3.76925 -0.46142 0.10095
H 2.31333 1.65235 -0.76658
C -2.30879 0.63471 -1.08289
C -2.07836 -0.83631 -0.73233
C -0.90924 -1.57713 -1.36963
H -2.31756 1.34299 -0.22025
H -3.14889 0.78486 -1.71331
H -1.37482 1.01658 -1.45718
H -1.89233 -0.88395 0.39160
H -2.96423 -1.41814 -0.82438
H -1.00284 -1.67884 -2.45824
H 0.06997 -1.18790 -1.20918
H -0.97749 -2.59724 -1.00956
```

The following is a DFT calculation (wB97M-V/def2-TZVPD) of C28H24NO4PPt as an isolated structure.

Summary:
Frontier orbital gap (spin up / spin down) in eV: 6.65 / 7.78
Maximum force in eV/Å: 0.55
Energy above the lowest of the compared OMol25 structures with the same formula, charge and spin in eV: 0.232
DFT total energy in eV: -51641.3361
Multiplicity: 3
⟨S²⟩: 2.023
Charge: 0

```
59
C28H24NO4PPt wB97M-V/def2-TZVPD
Pt 1.22031 -1.61952 0.23958
O 2.51300 -1.45695 -3.62883
C 1.91917 -1.72232 -2.45802
O 2.31397 -1.04604 -1.42065
C 0.91685 -2.70673 -2.39828
C 0.43090 -3.62092 -3.37018
C -0.47706 -4.56872 -2.97192
C -0.92913 -4.67365 -1.62587
C -0.44357 -3.74962 -0.73744
N 0.39269 -2.80949 -1.14572
C -0.71457 -3.65827 0.76343
O -1.54884 -4.35634 1.28308
O 0.00856 -2.75455 1.41881
H 3.13562 -0.73366 -3.46014
H 0.79404 -3.57297 -4.38723
H -0.84423 -5.27873 -3.70205
H -1.61759 -5.43687 -1.29500
C -2.29890 -0.86345 2.34623
C -2.64666 0.41204 1.63039
C -3.91501 0.96444 1.78291
C -4.27202 2.14476 1.14891
C -3.35704 2.80784 0.34694
C -2.08648 2.27753 0.18153
C -1.72614 1.08794 0.81221
P -0.01550 0.47804 0.64122
C 0.63027 1.37206 -0.81106
C 1.72982 2.21010 -0.66690
C 2.31495 2.81531 -1.77061
C 1.79200 2.58016 -3.03114
C 0.68784 1.74872 -3.17721
C 0.08576 1.13514 -2.08323
C -1.12597 0.26439 -2.30163
C 0.85833 1.13483 2.07304
C 0.39210 2.20323 2.83959
C 1.13216 2.64491 3.92181
C 2.33518 2.01786 4.23338
C 2.78640 0.95145 3.47406
C 2.04716 0.48337 2.38678
C 2.51086 -0.68898 1.56529
H -3.12056 -1.18647 2.98390
H -1.41209 -0.75115 2.97423
H -2.08157 -1.66930 1.65157
H -4.63442 0.45393 2.41188
H -5.26711 2.54899 1.28497
H -3.62695 3.73253 -0.14683
H -1.36939 2.79183 -0.44634
H 2.14455 2.38088 0.31889
H 3.17361 3.46169 -1.64250
H 2.23652 3.04552 -3.90220
H 0.28139 1.56720 -4.16612
H -1.18363 -0.05394 -3.34252
H -2.04523 0.80354 -2.06016
H -1.10710 -0.63388 -1.68155
H -0.54628 2.68481 2.59089
H 0.77223 3.46864 4.52412
H 2.91679 2.35730 5.08178
H 3.71629 0.45693 3.73127
H 2.85541 -1.47936 2.23844
H 3.36829 -0.39601 0.95021
```

The following is a DFT calculation (wB97M-V/def2-TZVPD) of C46H37ClFN4O2S2Sc as an isolated structure.

Summary:
Frontier orbital gap in eV: 4.22
Maximum force in eV/Å: 0.91
Energy above the lowest of the compared OMol25 structures with the same formula, charge and spin in eV: 4.046
DFT total energy in eV: -115971.4608
Multiplicity: 1
Charge: -2

```
94
C46H37ClFN4O2S2Sc wB97M-V/def2-TZVPD
Sc 0.25187 -0.73536 -0.06528
Cl -7.00249 -0.27298 -0.38141
C -5.32461 -0.66704 -0.06824
C -4.93426 -2.00617 -0.00819
C -3.62489 -2.32773 0.24884
C -2.63770 -1.32824 0.41738
O -1.40694 -1.66965 0.62853
C -3.06189 0.02259 0.36799
C -2.17538 1.10108 0.75180
N -0.89381 1.06575 0.81191
C -0.30891 2.14387 1.55275
C 0.21466 3.23504 0.92677
C 0.82199 4.26900 1.67801
C 0.87536 4.18595 3.03787
C 0.31285 3.07442 3.71173
C 0.32951 2.93959 5.11756
C -0.23822 1.84661 5.69746
C -0.85333 0.88787 4.86006
N -0.90166 0.97046 3.56008
C -0.29611 2.03650 2.97144
C -4.40954 0.33141 0.13951
H -5.67053 -2.78394 -0.16615
H -3.29571 -3.35782 0.28680
H -2.67819 2.00369 1.11127
H 0.22380 3.28371 -0.15265
H 1.25824 5.10358 1.14363
H 1.36097 4.95932 3.62299
H 0.81941 3.70292 5.71234
H -0.20854 1.68694 6.76668
H -1.33112 0.02042 5.30766
H -4.72466 1.36790 0.12600
C 2.64187 -3.49017 0.15749
C 1.73797 -3.25511 -1.01203
N 0.46754 -3.36530 -0.86213
N -0.27335 -3.46842 -2.04150
C -0.87877 -2.50225 -2.61529
S -1.04826 -0.80720 -2.32244
S -1.69199 -3.03982 -4.15642
C -0.20590 -3.29694 -5.16198
C 0.29206 -4.71410 -5.33506
C 1.07768 -5.00958 -6.44736
C 1.61554 -6.27466 -6.63160
C 1.37039 -7.27326 -5.69881
C 0.58332 -6.98946 -4.59120
C 0.04579 -5.72203 -4.40930
C 2.35917 -2.75097 -2.26410
C 2.93991 -3.49744 -3.27384
C 3.48078 -2.85624 -4.38312
C 3.43377 -1.46681 -4.45847
C 2.86409 -0.70513 -3.44995
C 2.31809 -1.34014 -2.32893
O 1.78577 -0.67791 -1.32683
H 2.07226 -3.77538 1.04137
H 3.33065 -4.29881 -0.10646
H 3.23543 -2.59983 0.37154
H -0.41480 -2.87248 -6.14574
H 0.58869 -2.68516 -4.72455
H 1.28129 -4.22702 -7.17085
H 2.22829 -6.47906 -7.50184
H 1.78974 -8.26310 -5.83432
H 0.39043 -7.76034 -3.85439
H -0.54613 -5.48857 -3.53414
H 2.94618 -4.58052 -3.21261
H 3.92189 -3.43607 -5.18432
H 3.85103 -0.96621 -5.32542
H 2.82513 0.37691 -3.49039
F 3.07436 8.03218 0.00230
C 2.82009 6.72185 -0.37533
C 1.75814 6.43769 -1.21377
C 1.51027 5.13354 -1.60580
C 2.32027 4.02167 -1.18029
C 2.05703 2.70744 -1.52855
C 3.41311 4.39990 -0.32000
C 3.65185 5.70216 0.06497
H 1.11916 7.24424 -1.55891
H 0.66913 4.94032 -2.26489
H 2.65541 1.88536 -1.15637
H 1.24238 2.46423 -2.20340
H 4.07050 3.61777 0.04519
H 4.48647 5.93598 0.71762
C 1.94531 -0.47008 1.72795
C 2.53288 -0.34419 2.99543
C 2.48963 -1.37304 3.97719
C 3.10540 -1.23750 5.20653
C 3.80036 -0.08040 5.55298
C 3.85745 0.94433 4.60543
C 3.25133 0.82666 3.37364
H 1.54277 -1.45141 1.47860
H 1.99041 0.36462 1.02885
H 1.95304 -2.28915 3.74884
H 3.03780 -2.05732 5.91627
H 4.28210 0.01842 6.51789
H 4.39095 1.86208 4.83494
H 3.32326 1.63952 2.65781
```

The following is a DFT calculation (wB97M-V/def2-TZVPD) of an isolated molecule of C5H8N2 in a non-equilibrium geometry.

Summary:
Frontier orbital gap in eV: 8.74
Maximum force in eV/Å: 4.42
Energy above the lowest of the compared OMol25 structures with the same formula, charge and spin in eV: 3.260
DFT total energy in eV: -8291.7360
Multiplicity: 1
Charge: 0

```
15
C5H8N2 wB97M-V/def2-TZVPD
C 0.14156 -1.33565 -0.63141
C -0.55286 -0.49465 0.06380
C 1.16526 1.07565 -0.14580
C 1.53822 -0.95465 -1.16995
C -1.80099 -0.22629 0.77335
N 1.93149 0.36038 -0.80556
N 1.14138 2.32867 0.28270
H -0.11820 -2.34619 -0.92200
H 2.27965 -1.66899 -0.79161
H 1.53402 -1.03108 -2.26426
H -1.60466 0.21586 1.75181
H -2.38296 -1.14225 0.92270
H -2.40715 0.47786 0.20060
H 0.45378 2.57468 0.97471
H 1.98317 2.88903 0.25883
```

The following is a DFT calculation (wB97M-V/def2-TZVPD) of C2H9NO2P2S as an isolated structure in a non-equilibrium geometry.

Summary:
Frontier orbital gap in eV: 9.46
Maximum force in eV/Å: 2.55
DFT total energy in eV: -37215.8729
Multiplicity: 1
Charge: 0

```
17
C2H9NO2P2S wB97M-V/def2-TZVPD
N -1.89592 -0.77836 1.28200
P -1.89955 -0.21580 -0.14813
P -0.95671 1.85520 -0.20578
S -0.25552 2.26945 1.55643
H -2.80897 -0.96506 1.65569
H -3.14615 -0.03440 -0.75930
H -1.07562 -0.88339 -1.05458
H -1.89084 2.80760 -0.56622
H 0.13680 1.80427 -1.09214
H 0.69188 1.14858 1.18142
C 2.06270 -1.61653 -0.36926
C 1.63107 -0.17615 -0.15944
O 1.55936 0.57089 -1.15493
O 1.34896 0.12657 1.05286
H 2.27461 -1.80376 -1.41656
H 2.95166 -1.82452 0.22386
H 1.27224 -2.28459 -0.02592
```

The following is a DFT calculation (wB97M-V/def2-TZVPD) of C28H31CaN5O4S as an isolated structure in a non-equilibrium geometry.

Summary:
Frontier orbital gap in eV: 5.83
Maximum force in eV/Å: 3.16
Energy above the lowest of the compared OMol25 structures with the same formula, charge and spin in eV: 0.761
DFT total energy in eV: -74456.9966
Multiplicity: 1
Charge: -2

```
70
C28H31CaN5O4S wB97M-V/def2-TZVPD
Ca 0.35463 0.20364 -1.86460
C 1.13916 2.70327 -1.57917
C -0.25757 2.74983 -1.33043
C -0.44658 3.13388 0.00940
C 0.81956 3.33658 0.59494
C 1.79667 3.06430 -0.38754
C 3.28135 3.21263 -0.23799
C 1.08978 3.94011 1.93578
C -1.78806 3.28198 0.65989
C -1.36157 2.70734 -2.34653
C 1.81726 2.62863 -2.92214
H 3.81478 2.34225 -0.62988
H 3.57099 3.32362 0.81001
H 3.65866 4.09934 -0.77757
H 0.26113 3.79237 2.64121
H 1.23500 5.03283 1.86989
H 1.99748 3.54410 2.40568
H -2.34398 2.33314 0.64916
H -2.42622 4.01556 0.14416
H -1.71246 3.60523 1.70238
H -2.26019 2.21146 -1.95519
H -1.09869 2.18050 -3.27116
H -1.65589 3.72058 -2.63905
H 2.69279 1.96500 -2.91956
H 2.16432 3.61584 -3.23391
H 1.15386 2.27073 -3.71903
C 0.80196 0.80008 3.57296
C 1.85395 -0.16959 3.21442
N 2.55463 -0.84735 4.06698
N 3.35239 -1.63503 3.28718
C 3.17208 -1.44442 1.96817
S 3.97410 -2.24994 0.77753
N 2.19436 -0.47430 1.92367
N 1.71089 0.10347 0.75480
H 0.71438 0.84929 4.65829
H -0.14901 0.48450 3.13559
H 1.01926 1.78964 3.16704
H 4.01713 -2.27264 3.67570
H 1.55673 1.10350 0.87462
H 0.84353 -0.37648 0.50035
O 2.60598 -1.07943 -4.83078
C 1.74590 -0.78100 -4.03454
O 1.86392 -0.81912 -2.76677
C 0.32875 -0.30576 -4.54504
O 0.13474 -0.03627 -5.70478
O -0.56608 -0.24983 -3.62447
N -0.92575 -0.52896 -0.25762
C -1.43958 -1.64117 -0.05474
C -2.84634 -1.80452 0.44539
C -3.38625 -0.89184 1.34382
C -4.69126 -1.03991 1.79096
C -5.47483 -2.08924 1.32298
C -4.94165 -2.98354 0.41038
C -3.63209 -2.84929 -0.01615
C -0.71669 -2.95125 -0.22198
C -0.68375 -3.84819 0.83720
C 0.03469 -5.02930 0.73344
C 0.71204 -5.32324 -0.43936
C 0.67152 -4.43130 -1.50567
C -0.03601 -3.24245 -1.39566
H -2.77146 -0.06287 1.67855
H -5.10992 -0.34598 2.51593
H -6.49620 -2.20325 1.66610
H -5.56504 -3.79183 0.03180
H -3.21475 -3.55986 -0.72268
H -1.21772 -3.62239 1.75508
H 0.06911 -5.72200 1.56531
H 1.29290 -6.23949 -0.51579
H 1.20385 -4.65938 -2.42123
H -0.06063 -2.54287 -2.22572
```